# 1
The following is a quantum chemistry calculation of a structure of composition C31H52BrN5P2Ti at a distorted geometry, from the OMol25 dataset.

Each line ends with the Löwdin spin population.
Positions of all 92 atoms, in Å:
1 N -5.97 -2.34 4.44  -0.0062
2 C -5.46 -1.24 5.01  0.0012
3 C -5.17 -0.09 4.27  -0.0061
4 C -5.41 -0.12 2.87  -0.0009
5 C -5.99 -1.28 2.30  -0.0058
6 C -6.22 -2.39 3.14  0.0012
7 C -4.92 0.96 2.05  -0.0238
8 Ti -0.27 1.42 -0.63  0.8207
9 P 3.76 -0.05 -2.16  0.5930
10 C -5.14 1.07 0.70  0.0122
11 C -4.23 1.76 -0.17  -0.0119
12 C -4.27 1.55 -1.59  0.0335
13 C -3.09 1.51 -2.33  -0.0016
14 C -1.92 1.73 -1.59  0.0521
15 C -1.98 2.62 -0.44  -0.0085
16 C -3.14 2.49 0.37  0.0459
17 Br 1.56 2.72 -1.39  0.0672
18 H -4.30 1.67 2.57  -0.0008
19 H -6.05 0.64 0.24  0.0008
20 H -4.77 0.81 4.74  -0.0002
21 H -6.22 -1.32 1.23  -0.0002
22 H -5.30 -1.25 6.10  0.0002
23 H -6.65 -3.30 2.71  0.0002
24 H -5.24 1.32 -2.03  0.0016
25 H -3.22 2.97 1.35  0.0021
26 H -3.05 1.23 -3.38  0.0006
27 H -1.30 3.49 -0.39  0.0099
28 P -0.52 -1.11 -1.15  0.0219
29 C 4.67 1.43 -1.45  0.0653
30 C 5.08 2.61 -2.33  0.0168
31 H 5.52 1.06 -0.88  0.0030
32 H 3.94 1.84 -0.74  0.0106
33 H 5.02 3.54 -1.73  0.0014
34 H 6.11 2.51 -2.70  0.0020
35 H 4.41 2.74 -3.19  0.0016
36 C 3.47 0.41 -3.92  0.0715
37 C 4.68 0.34 -4.82  0.0330
38 H 2.99 1.40 -3.94  -0.0006
39 H 2.70 -0.30 -4.27  0.0036
40 H 4.34 0.48 -5.85  0.0073
41 H 5.41 1.12 -4.58  0.0002
42 H 5.18 -0.64 -4.76  0.0010
43 C 4.90 -1.48 -2.05  0.0827
44 C 6.36 -1.15 -2.31  0.0341
45 H 4.51 -2.24 -2.74  -0.0002
46 H 4.77 -1.88 -1.03  0.0043
47 H 6.93 -2.07 -2.18  0.0081
48 H 6.50 -0.79 -3.34  0.0001
49 H 6.72 -0.41 -1.60  0.0012
50 C 0.28 -2.52 -0.23  -0.0027
51 C 1.71 -2.90 -0.65  0.0106
52 H -0.38 -3.39 -0.40  -0.0002
53 H 0.26 -2.32 0.85  0.0000
54 H 1.93 -3.91 -0.26  0.0009
55 H 1.82 -2.94 -1.74  0.0013
56 H 2.48 -2.22 -0.25  0.0069
57 C -0.32 -1.77 -2.86  0.0066
58 C -1.46 -1.56 -3.87  0.0005
59 H -0.14 -2.84 -2.75  0.0004
60 H 0.60 -1.32 -3.24  0.0017
61 H -1.24 -2.15 -4.77  0.0000
62 H -2.42 -1.91 -3.48  0.0001
63 H -1.57 -0.52 -4.18  0.0002
64 C -2.30 -1.50 -0.75  0.0086
65 C -2.69 -1.71 0.72  0.0006
66 H -2.55 -2.40 -1.34  0.0010
67 H -2.89 -0.67 -1.17  0.0005
68 H -3.74 -2.01 0.78  0.0001
69 H -2.09 -2.51 1.18  0.0001
70 H -2.58 -0.80 1.32  0.0001
71 C 0.95 2.44 2.01  0.0011
72 N 0.69 1.18 1.25  0.0019
73 C -0.57 0.49 1.80  0.0046
74 N -0.50 0.25 3.24  0.0002
75 C -0.28 1.57 3.91  0.0002
76 N 1.00 2.22 3.49  -0.0002
77 C 2.09 1.26 3.78  0.0001
78 N 1.93 -0.01 3.00  0.0005
79 C 1.86 0.30 1.57  0.0035
80 C 0.68 -0.63 3.46  0.0000
81 H 0.18 3.18 1.80  0.0004
82 H 1.93 2.81 1.71  0.0005
83 H -0.61 -0.50 1.32  0.0019
84 H -1.45 1.13 1.59  0.0009
85 H -0.24 1.41 4.99  0.0000
86 H -1.10 2.25 3.64  0.0000
87 H 3.06 1.70 3.53  0.0000
88 H 2.06 0.99 4.85  0.0000
89 H 1.79 -0.63 1.00  0.0014
90 H 2.76 0.85 1.30  0.0004
91 H 0.76 -0.82 4.53  0.0000
92 H 0.53 -1.56 2.90  0.0000

Values from the calculation:
**Charge**: +2
**HOMO-LUMO gap (spin up / spin down)**: 6.379 / 3.652 eV
**E**: -152158.9021 eV
**HOMO level (spin up / spin down)**: -12.569 / -12.486 eV
**2S+1**: 3
**Expectation value of S²**: 2.02


# 2
The following is a quantum chemistry calculation of a structure of composition C31H52CoN6O6P2 at a distorted geometry, from the OMol25 dataset.

Each line ends with the Löwdin spin population.
Positions of all 98 atoms, in Å:
1 Co 0.33 1.50 0.18  0.9140
2 C 1.28 1.24 4.25  0.0009
3 C 0.47 2.55 4.25  0.0016
4 C -0.88 2.29 4.93  0.0000
5 C 0.32 3.07 2.85  0.0168
6 C -0.69 2.62 1.99  -0.0043
7 C -0.90 3.23 0.73  -0.0175
8 C -0.05 4.25 0.28  0.0272
9 C -0.35 4.98 -0.99  0.0036
10 C 0.99 4.65 1.12  0.0094
11 C 1.16 4.09 2.37  0.0194
12 H 1.17 0.74 5.21  0.0000
13 H 2.34 1.44 4.10  0.0000
14 H 0.93 0.58 3.45  0.0002
15 H 1.01 3.29 4.84  0.0004
16 H -1.36 1.39 4.55  0.0000
17 H -1.55 3.13 4.81  -0.0001
18 H -0.72 2.14 6.00  0.0000
19 H -1.45 1.95 2.37  0.0008
20 H -1.86 3.07 0.24  -0.0004
21 H -0.66 6.01 -0.76  0.0015
22 H -1.15 4.50 -1.55  0.0001
23 H 0.53 5.05 -1.62  0.0006
24 H 1.65 5.45 0.80  -0.0002
25 H 1.93 4.48 3.02  0.0006
26 N -1.74 1.84 -2.54  -0.0002
27 C -0.45 1.75 -2.86  0.0030
28 N -0.14 1.69 -4.14  0.0019
29 C 1.15 1.62 -4.46  -0.0001
30 N 1.47 1.55 -5.74  -0.0004
31 N 2.14 1.61 -3.54  0.0006
32 C 1.76 1.68 -2.29  0.0015
33 N 0.49 1.75 -1.87  0.0269
34 C 2.80 1.71 -1.26  -0.0009
35 C 4.14 1.57 -1.62  -0.0006
36 C 5.10 1.58 -0.62  0.0001
37 C 4.69 1.75 0.69  -0.0007
38 C 3.33 1.91 0.96  -0.0014
39 N 2.41 1.89 0.01  -0.0152
40 H -2.40 1.79 -3.29  0.0000
41 H -2.03 1.72 -1.58  0.0000
42 H 0.75 1.60 -6.44  0.0000
43 H 2.44 1.53 -6.01  0.0000
44 H 4.38 1.47 -2.66  -0.0001
45 H 6.15 1.46 -0.86  0.0000
46 H 5.40 1.78 1.50  -0.0001
47 H 2.99 2.08 1.97  -0.0001
48 C -2.50 -1.18 3.13  0.0000
49 C -3.29 -1.50 1.87  0.0000
50 C -4.26 -2.66 2.09  0.0000
51 O -2.38 -1.92 0.82  -0.0002
52 P -1.98 -0.92 -0.33  -0.0005
53 O -1.54 0.42 0.11  -0.0056
54 C -0.75 -1.95 -1.20  -0.0001
55 P 0.85 -1.74 -0.36  0.0026
56 O 1.02 -0.45 0.37  0.0138
57 O 2.02 -1.75 -1.43  0.0001
58 C 2.36 -2.71 -2.45  0.0000
59 C 1.72 -2.31 -3.78  0.0000
60 C 2.00 -4.13 -2.08  0.0000
61 O 0.94 -2.97 0.61  0.0013
62 C 1.89 -2.89 1.71  0.0001
63 C 2.58 -4.24 1.81  0.0000
64 C 1.15 -2.52 2.98  0.0000
65 O -3.20 -0.64 -1.29  -0.0002
66 C -4.05 -1.65 -1.89  0.0000
67 C -5.49 -1.25 -1.61  0.0000
68 C -3.74 -1.68 -3.38  0.0000
69 H -3.18 -0.84 3.91  0.0000
70 H -1.77 -0.41 2.93  0.0000
71 H -1.99 -2.07 3.48  0.0000
72 H -3.83 -0.61 1.53  0.0000
73 H -3.70 -3.55 2.36  0.0000
74 H -4.83 -2.86 1.19  0.0000
75 H -4.95 -2.42 2.89  0.0000
76 H -0.67 -1.63 -2.24  0.0000
77 H -1.05 -2.99 -1.14  0.0000
78 H 3.44 -2.60 -2.53  0.0000
79 H 0.67 -2.59 -3.80  0.0000
80 H 2.22 -2.83 -4.59  0.0000
81 H 1.82 -1.24 -3.95  0.0000
82 H 0.93 -4.23 -1.95  0.0000
83 H 2.49 -4.43 -1.16  0.0000
84 H 2.33 -4.80 -2.87  0.0000
85 H 2.62 -2.11 1.46  0.0001
86 H 1.83 -5.03 1.88  0.0000
87 H 3.21 -4.26 2.69  0.0000
88 H 3.20 -4.43 0.93  0.0000
89 H 0.45 -3.31 3.24  0.0000
90 H 0.61 -1.59 2.84  0.0000
91 H 1.87 -2.40 3.79  0.0000
92 H -3.83 -2.62 -1.44  0.0000
93 H -5.71 -0.28 -2.06  0.0000
94 H -5.67 -1.19 -0.54  0.0000
95 H -6.17 -1.99 -2.03  0.0000
96 H -3.98 -0.72 -3.83  0.0000
97 H -4.34 -2.44 -3.87  0.0000
98 H -2.69 -1.90 -3.56  0.0000

Values from the calculation:
**ΔE to the lowest compared entry with this formula, charge and spin**: 43.3 kJ/mol
**Charge**: +2
**HOMO-LUMO gap (spin up / spin down)**: 7.750 / 8.682 eV
**E**: -110417.6939 eV
**HOMO level (spin up / spin down)**: -13.816 / -14.128 eV
**2S+1**: 2
**Expectation value of S²**: 0.76